# 1
The following is a quantum chemistry calculation of a molecular structure, CH11LiO5 in a non-equilibrium geometry, from OMol25.

Computed properties:
Relative energy (zero: lowest compared OMol25 entry of this formula, charge and spin) ... 154.8 kJ/mol
Lowest unoccupied orbital energy ... -0.0202 Ha
Gap between HOMO and LUMO ... 6.66 eV
HOMO level ... -7.207 eV
Energy ... -11656.2915 eV

```
! RIJCOSX wB97M-V def2-TZVPD def2/J DEFGRID3
* xyz 0 1
Li 0.59733 -0.33417 0.42839
C -1.16267 1.74983 -0.19561
O -0.07667 1.05683 -0.82661
H -0.92367 2.30083 0.52839
H -2.03367 1.14183 0.14839
H -1.34667 2.48483 -0.85761
O 2.39233 0.59283 1.12939
H 2.12533 1.45883 0.87539
H 3.26433 0.50083 1.57539
O -0.69567 -1.38317 1.57139
H -0.92867 -1.28917 2.36839
H -0.23467 -2.15217 1.67639
O 1.30233 -2.02217 -0.47361
H 1.74733 -2.31617 0.25539
H 1.16533 -2.66217 -1.05261
O -1.89067 -0.01617 -2.32861
H -1.32667 0.42583 -1.69861
H -1.97467 0.46283 -3.12361
*
```

Atomic partial charges in e from the Mulliken method, atoms 1 to 6: 0.96 -1.16 -1.05 0.51 0.25 0.44

# 2
The following is a quantum chemistry calculation of 2 unconnected molecules or ions with the total composition C2HFIO2 in a non-equilibrium geometry, from OMol25.

Computed properties:
Relative energy (zero: lowest compared OMol25 entry of this formula, charge and spin) ... 0.0 kJ/mol
Lowest unoccupied orbital energy ... 0.1262 Ha
Gap between HOMO and LUMO ... 7.26 eV
HOMO level ... -3.825 eV
Energy ... -17004.4510 eV

```
! RIJCOSX wB97M-V def2-TZVPD def2/J DEFGRID3
* xyz -1 1
C 1.18029 0.73899 0.09199
C 0.13822 -0.27167 -0.05088
O 1.70005 1.54347 0.76625
O 1.15968 0.21592 -1.10219
F 0.36041 -1.54533 0.26191
I -3.58724 -0.43341 0.32810
H -0.95139 -0.24797 -0.29518
*
```

Atomic partial charges in e from the Mulliken method, atoms 1 to 6: 0.57 0.39 -0.50 -0.37 -0.22 -0.86

# 3
The following is a quantum chemistry calculation of a molecular structure, C20H21Br2Cl3N3O6TeTi in a non-equilibrium geometry, from OMol25.

Computed properties:
Relative energy (zero: lowest compared OMol25 entry of this formula, charge and spin) ... 69.2 kJ/mol
Lowest unoccupied orbital energy (spin up / spin down) ... 0.0613 / 0.0613 Ha
Gap between HOMO and LUMO (spin up / spin down) ... 6.78 / 6.78 eV
HOMO level (spin up / spin down) ... -5.115 / -5.116 eV
Energy ... -245903.1694 eV

```
! RIJCOSX wB97M-V def2-TZVPD def2/J DEFGRID3
* xyz -1 1
Ti -0.48701 1.18013 -0.20238
O 1.53953 0.76921 -1.00933
C 2.71976 1.41347 -0.51368
C 2.32994 1.95468 0.83269
N 0.98861 2.56254 0.72776
C 0.96785 3.79252 -0.09859
C 0.53346 3.52442 -1.53691
O 0.91653 4.22830 -2.44594
O -0.28813 2.52032 -1.63637
C 0.46227 2.86311 2.07849
C -1.03195 3.06880 1.92300
O -1.70167 3.73473 2.67392
O -1.51503 2.45260 0.85851
H 1.71188 -0.08990 -1.40625
H 3.00561 2.18839 -1.23023
H 3.53927 0.70193 -0.41081
H 3.05299 2.68142 1.21758
H 2.26904 1.15721 1.57869
H 1.93263 4.30205 -0.07602
H 0.22047 4.47036 0.31692
H 0.93201 3.75344 2.50284
H 0.68218 2.02570 2.75187
C 2.57567 -2.29823 1.66199
C 1.84938 -2.80462 0.45167
C 2.06092 -4.13532 -0.00058
C 1.46495 -4.56701 -1.14261
C 0.61471 -3.69503 -1.86466
C -0.02504 -4.02266 -3.08449
Br 0.20885 -5.73831 -3.86764
C -0.80980 -3.11562 -3.72864
C -1.02495 -1.84759 -3.16315
Br -2.12891 -0.63105 -4.09546
C -0.48007 -1.46516 -1.95295
O -0.78017 -0.32367 -1.39631
C 0.41152 -2.41066 -1.31560
N 1.04396 -1.99229 -0.18895
H 2.57467 -3.04453 2.45764
H 2.16020 -1.37131 2.05777
H 3.62238 -2.10082 1.40880
H 2.71150 -4.78688 0.56848
H 1.62775 -5.57053 -1.51200
H -1.28457 -3.36180 -4.66738
C -4.31963 2.55270 0.11181
Te -3.34201 1.38700 -1.36576
C -4.10206 -0.49689 -0.72459
H -5.39744 2.44358 0.01329
H -4.03412 3.58814 -0.05723
H -3.97232 2.24935 1.09600
H -4.50271 -0.37670 0.27958
H -3.26530 -1.19146 -0.69987
H -4.87099 -0.85574 -1.40224
Cl -1.18775 -0.67101 4.94456
C -0.80292 -1.37648 3.42765
Cl -0.45134 -3.06572 3.37836
Cl 2.35797 0.41147 3.75576
C -0.67313 -0.63021 2.34573
N -0.60945 0.05958 1.37526
*
```

Atomic partial charges in e from the Mulliken method, atoms 1 to 6: 0.26 -0.42 -0.62 0.05 0.45 -0.45

# 4
The following is a quantum chemistry calculation of C5H12NP in the gas phase in a non-equilibrium geometry, from OMol25.

Computed properties:
Relative energy (zero: lowest compared OMol25 entry of this formula, charge and spin) ... 342.2 kJ/mol
Lowest unoccupied orbital energy (spin up / spin down) ... -0.0042 / -0.0042 Ha
Gap between HOMO and LUMO (spin up / spin down) ... 6.98 / 6.98 eV
HOMO level (spin up / spin down) ... -7.097 / -7.096 eV
Energy ... -16154.4848 eV
SMILES string ... CC=P(N)=C(C)C

```
! RIJCOSX wB97M-V def2-TZVPD def2/J DEFGRID3
* xyz 0 1
C -2.58069 -0.88909 0.25622
C -2.09826 0.45240 -0.03676
P -0.42421 0.69986 0.20957
N -0.41125 2.33306 -0.13014
C 1.17121 0.16474 -0.42279
C 1.10560 -1.13831 -1.21210
C 2.35064 0.17767 0.38665
H -1.89570 -1.43102 0.95050
H -2.59194 -1.48270 -0.79832
H -3.51171 -0.86472 0.79432
H -2.74787 1.17149 -0.55281
H -1.27122 2.77742 0.02422
H 0.39324 2.84684 -0.07728
H 1.71583 -1.88052 -0.72970
H 1.58597 -0.88480 -2.15491
H 0.03190 -1.35835 -1.38264
H 2.63841 -0.76590 0.80494
H 2.25204 0.89394 1.27996
H 3.27408 0.49231 -0.12655
*
```

Atomic partial charges in e from the Mulliken method, atoms 1 to 6: -1.06 -0.26 0.28 -0.47 0.44 -1.23

# 5
The following is a quantum chemistry calculation of a molecular structure, C28H46BrCaN3P2S in a non-equilibrium geometry, from OMol25.

Computed properties:
Relative energy (zero: lowest compared OMol25 entry of this formula, charge and spin) ... 204.0 kJ/mol
Lowest unoccupied orbital energy (spin up / spin down) ... -0.2708 / -0.2707 Ha
Gap between HOMO and LUMO (spin up / spin down) ... 3.99 / 3.99 eV
HOMO level (spin up / spin down) ... -11.357 / -11.357 eV
Energy ... -152130.6943 eV

```
! RIJCOSX wB97M-V def2-TZVPD def2/J DEFGRID3
* xyz 2 1
C 3.24728 -5.73979 2.38145
C 3.68609 -4.77880 1.46276
C 4.55603 -5.18329 0.43669
C 4.73695 -6.55972 0.22694
N 4.21945 -7.46941 1.05003
C 3.49367 -7.09392 2.09933
C 3.08629 -3.44618 1.45579
C 1.99170 -2.84480 1.30772
C 0.77374 -2.38607 0.72941
C -0.48922 -2.33292 1.34319
C -1.51289 -1.60109 0.75937
C -1.25494 -0.82811 -0.38535
C -0.02578 -0.96632 -1.05573
C 0.92602 -1.84604 -0.57528
Ca 3.56923 -1.18316 0.88041
P -2.58186 -0.03505 -1.35456
H 5.03324 -4.45067 -0.21462
H 2.67104 -5.45985 3.26183
H 5.30786 -6.91244 -0.63572
H 3.06297 -7.86331 2.75017
H 1.79318 -2.17057 -1.16367
H -0.62292 -2.85513 2.29184
H 0.19164 -0.33827 -1.93337
H -2.49731 -1.54704 1.22082
C -2.59121 1.69277 -0.86606
C -3.13195 2.69324 -1.89356
H -1.54857 1.91470 -0.58709
H -3.16750 1.70588 0.07141
H -3.47036 3.59879 -1.37610
H -2.35027 2.99489 -2.60303
H -3.98108 2.29968 -2.46666
C -2.16672 -0.26612 -3.09408
C -1.89840 -1.72004 -3.51840
H -1.30134 0.37676 -3.31385
H -3.01347 0.15107 -3.65947
H -1.44083 -1.72871 -4.51709
H -1.20112 -2.23960 -2.85012
H -2.82956 -2.30238 -3.56617
C -4.14831 -0.83197 -1.00849
C -5.27533 -0.48067 -1.98280
H -4.40876 -0.53421 0.01750
H -3.95773 -1.91557 -1.00441
H -6.15787 -1.08453 -1.74429
H -5.57183 0.57297 -1.90764
H -5.01072 -0.69419 -3.02613
Br 0.73410 0.67071 1.42712
P 3.36203 2.26800 -1.54705
C 1.75708 2.00875 -2.43248
C 1.56126 3.01387 -3.57437
H 0.95796 2.09960 -1.68144
H 1.75313 0.98065 -2.82523
H 0.69358 2.72658 -4.18058
H 1.38201 4.02997 -3.20185
H 2.43332 3.04564 -4.24020
C 2.81877 3.17608 -0.04312
C 3.60621 4.48127 0.14397
H 2.92248 2.50804 0.82665
H 1.74859 3.39887 -0.15539
H 3.19020 5.04814 0.98383
H 4.66443 4.29388 0.35918
H 3.55123 5.12571 -0.74224
C 3.87569 0.57327 -1.10155
C 4.86764 0.04109 -2.15088
H 2.95758 -0.06408 -1.03515
H 4.40135 0.68957 -0.12181
H 5.37637 -0.87496 -1.81902
H 4.38035 -0.18303 -3.10943
H 5.65447 0.78046 -2.36298
C -4.45411 1.86846 5.23575
N -3.73981 1.18364 4.15485
C -2.39188 1.30195 3.99829
S -1.42175 -0.00583 3.54271
N -1.85028 2.52355 4.23448
C -2.54603 3.77566 3.92235
H -3.75280 2.36070 5.91622
H -5.04968 1.13599 5.79339
H -5.13960 2.61496 4.81776
H -4.06765 0.24138 3.94841
H -0.84798 2.52429 4.04513
H -2.89489 4.25893 4.84296
H -1.83696 4.45626 3.44043
H -3.39496 3.61117 3.24838
*
```

Atomic partial charges in e from the Mulliken method, atoms 1 to 6: -0.38 0.63 -0.31 -0.44 -0.51 -0.33

# 6
The following is a quantum chemistry calculation of a molecular structure, C29H50B2BrN6O6SiV in a non-equilibrium geometry, from OMol25.

Computed properties:
Expectation value of S² ... 1.10
Lowest unoccupied orbital energy (spin up / spin down) ... 0.0876 / 0.0876 Ha
Gap between HOMO and LUMO (spin up / spin down) ... 4.83 / 5.81 eV
HOMO level (spin up / spin down) ... -2.444 / -3.422 eV
Energy ... -157079.3964 eV

```
! RIJCOSX wB97M-V def2-TZVPD def2/J DEFGRID3
* xyz -1 2
V -0.57258 0.40958 -0.32786
O 2.16105 -3.70687 2.64174
C 2.97902 -2.68230 2.46728
O 4.11522 -2.68435 2.88853
C 2.42693 -1.51447 1.72906
C 3.14438 -0.40317 1.44146
N 2.34352 0.42597 0.70251
N 1.10851 -0.10248 0.49698
C 1.15131 -1.31421 1.12775
C -0.09610 -2.03880 1.11347
O -0.17724 -3.20567 1.54822
O -1.09805 -1.36596 0.60533
H 1.23791 -3.52839 2.28980
H 4.15405 -0.14271 1.71359
H 2.51538 1.36666 0.39590
B -1.93916 3.00473 -2.17184
N -2.89908 1.84672 -1.71978
C -4.23504 1.84251 -1.78409
C -4.71804 0.73826 -1.10430
C -3.57132 0.09835 -0.63081
N -2.47345 0.77748 -0.99952
N -0.55929 2.39731 -2.61402
C 0.13722 2.69105 -3.70758
C 1.35438 2.02431 -3.67954
C 1.33245 1.33459 -2.47211
N 0.17309 1.55722 -1.83086
H -1.77317 3.78746 -1.25291
H -2.42296 3.53543 -3.15396
H -4.74891 2.62713 -2.31748
H -5.74528 0.43808 -0.97942
H -3.45453 -0.80179 -0.04705
H -0.28272 3.36554 -4.43590
H 2.13910 2.04422 -4.41714
H 2.07443 0.68337 -2.03372
C 0.89945 3.74802 3.30611
C -0.28642 3.80724 2.35527
C -0.49115 5.23741 1.88450
O 0.05665 3.02167 1.20048
B -0.72492 1.84269 1.15541
O -1.61290 1.83928 2.24358
C -1.58384 3.11185 2.91083
C -2.87136 3.83195 2.53666
C -1.56549 2.83228 4.40230
H 1.76817 4.18611 2.80853
H 1.14204 2.71487 3.56198
H 0.71386 4.30425 4.22947
H 0.46140 5.63366 1.52409
H -0.84217 5.87819 2.69994
H -1.20301 5.28461 1.06116
H -2.93776 3.97792 1.45680
H -2.96095 4.80241 3.03242
H -3.71224 3.20561 2.84026
H -0.70407 2.22917 4.68811
H -2.46737 2.27473 4.66444
H -1.55557 3.76165 4.98146
C 2.44132 -2.95843 -5.19189
C 2.89146 -4.16881 -4.35595
C 4.36122 -3.90448 -3.99109
C 2.83347 -5.42522 -5.24642
Si 1.83344 -4.39797 -2.77606
Br 1.58999 -2.35294 -1.87939
C 2.70627 -5.39708 -1.40299
C 3.26598 -6.72320 -1.94992
C 1.73193 -5.71583 -0.25454
C 3.85904 -4.60565 -0.75498
C 0.04920 -4.97699 -3.13455
C -0.51634 -4.29280 -4.38837
C -0.90966 -4.61351 -1.98194
C -0.00079 -6.49877 -3.35973
H 3.10872 -2.87725 -6.06118
H 2.51176 -2.02726 -4.62569
H 1.42306 -3.04104 -5.56702
H 4.91804 -3.70649 -4.91727
H 4.83957 -4.75046 -3.49794
H 4.46853 -3.02868 -3.34489
H 3.50250 -5.28518 -6.10610
H 1.83315 -5.60758 -5.64265
H 3.15670 -6.33032 -4.72600
H 2.50491 -7.34034 -2.43564
H 3.67109 -7.30392 -1.11164
H 4.07948 -6.57526 -2.66214
H 0.93731 -6.40308 -0.54654
H 1.27678 -4.81488 0.16778
H 2.30119 -6.19446 0.55238
H 4.62537 -4.28568 -1.45886
H 4.33965 -5.24869 -0.00709
H 3.49491 -3.72281 -0.23059
H -0.48066 -3.20246 -4.31311
H -1.57022 -4.58163 -4.49395
H -0.00522 -4.59342 -5.30392
H -0.97958 -3.53596 -1.82974
H -0.63922 -5.05544 -1.02688
H -1.91142 -4.97906 -2.24540
H 0.64325 -6.82897 -4.17858
H -1.02935 -6.78432 -3.61583
H 0.27806 -7.06168 -2.46852
*
```

Atomic partial charges in e from the Mulliken method, atoms 1 to 6: -0.58 -0.60 0.48 -0.70 0.63 -1.05